# C27H48AsFNO5ReSi3

A molecular structure, C27H48AsFNO5ReSi3 in a non-equilibrium geometry (ωB97M-V with the def2-TZVPD basis set, the OMol25 dataset).

As for the LUMO energy (spin up / spin down): -0.376 / -0.338 Eh. As for the frontier orbital gap (spin up / spin down): 5.72 / 6.66 eV. Its total charge is +3. Its spin multiplicity is 2. The value obtained for the HOMO energy (spin up / spin down) is -15.936 / -15.851 eV.

Positions of all 87 atoms, in Å:
Re1 0.2916 -0.5976 0.1935
C1 5.7400 4.5108 -1.5534
C2 5.5068 4.1380 -0.0961
C3 6.7794 3.8943 0.6960
C4 7.5533 2.7214 0.1136
C5 6.6642 1.5109 -0.0045
C6 7.2005 0.2466 -0.0526
C7 6.3724 -0.8775 -0.0960
F1 6.9387 -2.0807 -0.1306
C8 5.0127 -0.7811 -0.0837
C9 4.4314 0.4959 -0.0415
C10 3.0020 0.6455 -0.0104
O1 2.2870 -0.4512 0.0637
C11 2.4787 1.9344 -0.0447
C12 3.3537 3.0228 -0.0529
N1 4.6597 2.8988 -0.0331
C13 5.2556 1.6378 -0.0269
C14 1.0320 2.2426 -0.0911
O2 0.5604 3.3008 0.2017
O3 0.2675 1.2068 -0.5288
H1 6.3958 5.3794 -1.6029
H2 4.8022 4.7700 -2.0452
H3 6.2035 3.6968 -2.1112
H4 4.9269 4.9222 0.3895
H5 6.5204 3.6789 1.7356
H6 7.3784 4.8033 0.6892
H7 8.4017 2.4768 0.7518
H8 7.9674 2.9762 -0.8646
H9 8.2746 0.1066 -0.0452
H10 4.3953 -1.6645 -0.1136
H11 2.9478 4.0269 -0.0789
C15 -2.6310 0.0643 -0.6791
O4 -1.8122 -0.1962 0.5056
C16 -1.9613 0.8264 1.5194
C17 -1.1217 0.3787 2.6629
O5 0.2318 0.3399 2.1659
C18 1.2698 0.3427 3.1748
H12 -3.1459 1.0151 -0.5670
H13 -3.3554 -0.7425 -0.7695
H14 -1.9908 0.1132 -1.5547
H15 -3.0081 0.9180 1.8093
H16 -1.6093 1.7786 1.1151
H17 -1.4126 -0.6140 3.0168
H18 -1.2178 1.0875 3.4861
H19 0.9645 0.9958 3.9889
H20 2.1689 0.7368 2.7094
H21 1.4480 -0.6658 3.5453
C19 3.0624 -3.3703 1.7433
Si1 1.4057 -4.1838 1.8461
C20 0.3892 -3.7456 3.3340
C21 1.4286 -5.9889 1.4735
As1 0.2027 -2.9581 0.0511
Si2 0.8547 -3.6207 -2.3030
C22 1.1097 -5.4428 -2.1764
C23 2.3895 -2.6221 -2.5630
C24 -0.5755 -3.0667 -3.3348
Si3 -2.9442 -4.4206 0.4037
C25 -3.3032 -3.2532 1.7528
C26 -2.2283 -6.0489 0.7693
C27 -3.4978 -4.0168 -1.2803
H22 3.6319 -3.5456 2.6608
H23 2.9690 -2.2944 1.5942
H24 3.6372 -3.7858 0.9123
H25 0.9205 -4.0308 4.2468
H26 -0.5607 -4.2833 3.3375
H27 0.1839 -2.6747 3.3851
H28 2.1813 -6.4527 2.1200
H29 1.7099 -6.2065 0.4450
H30 0.4783 -6.4760 1.6883
H31 2.0472 -5.6730 -1.6696
H32 1.1701 -5.8718 -3.1816
H33 0.2941 -5.9439 -1.6542
H34 3.2566 -3.0790 -2.0830
H35 2.2830 -1.6065 -2.1827
H36 2.5944 -2.5589 -3.6362
H37 -1.4310 -3.7365 -3.2573
H38 -0.2722 -3.0468 -4.3858
H39 -0.8884 -2.0546 -3.0694
H40 -2.5704 -3.3402 2.5555
H41 -4.2903 -3.4780 2.1773
H42 -3.3206 -2.2264 1.3854
H43 -1.8952 -6.1185 1.8044
H44 -1.3941 -6.2686 0.0998
H45 -2.9892 -6.8222 0.6041
H46 -3.0070 -3.1093 -1.6381
H47 -4.5780 -3.8304 -1.2781
H48 -3.2953 -4.8291 -1.9786

Mulliken atomic charge list, values in e, 5 entries: 0.302 -1.329 -0.338 -1.038 -1.192